No. 1
Formula: C4H6N4
Source: OMol25
Level of theory: ωB97M-V/def2-TZVPD

For the molecular weight, the calculation gives 110.12 g mol⁻¹. As for the calculated total energy: -374.9258 Eh. Its LUMO energy is 0.4 eV. The HOMO energy comes out at -9.27 eV. The SMILES is CN=C=NC#N.C=N.

XYZ file:
```
14
Properties=species:S:1:pos:R:3:nbo_charge:R:1
C 1.8369 0.3554 1.4693 -0.43
N 1.7963 0.3258 0.0315 -0.46
C 0.8997 0.3095 -0.7529 0.77
N 0.4141 0.4851 -1.8790 -0.60
C -0.5902 0.1599 -2.5785 0.43
N -1.4313 -0.1200 -3.3309 -0.41
H 1.9994 -0.5394 2.0542 0.22
H 2.8038 0.8237 1.5886 0.22
H 1.0442 1.0449 1.8506 0.21
C -2.0465 -0.3312 0.1736 0.02
N -0.9195 -0.7858 0.3286 -0.64
H -2.0987 0.7184 -0.0167 0.15
H -3.0227 -0.6682 0.5366 0.16
H -0.6856 -1.7781 0.5251 0.37
```

No. 2
Formula: C4H6N4
Source: OMol25
Level of theory: ωB97M-V/def2-TZVPD

For the molecular weight, the calculation gives 110.12 g mol⁻¹. As for the calculated total energy: -374.7156 Eh. Its LUMO energy is -2.4 eV. The HOMO energy comes out at -8.74 eV.

XYZ file:
```
14
Properties=species:S:1:pos:R:3:nbo_charge:R:1
C 0.2080 1.2211 -2.2522 -0.50
C -0.0402 0.7213 -0.9534 0.29
C 0.2820 0.0537 1.3871 0.34
C -0.9054 -0.7063 0.6452 0.36
H -0.2787 0.3498 -3.2967 0.20
H 1.0985 1.7560 -2.7413 0.25
H 2.2852 0.3065 -0.0014 0.23
H 2.0123 -0.4455 2.7123 0.37
H -1.5114 -1.5547 2.1885 0.36
H -1.7746 -0.3449 -1.0485 0.41
N 0.5429 1.0331 0.3291 -0.45
N 0.7980 -0.5302 2.4638 -0.62
N -1.6993 -1.6836 1.1301 -0.66
N -1.0172 -0.1765 -0.5626 -0.58
```

No. 3
Formula: C4H6N4
Source: OMol25
Level of theory: ωB97M-V/def2-TZVPD

For the molecular weight, the calculation gives 110.12 g mol⁻¹. As for the calculated total energy: -374.8637 Eh. Its LUMO energy is 0.0 eV. The HOMO energy comes out at -8.72 eV.

XYZ file:
```
14
Properties=species:S:1:pos:R:3:nbo_charge:R:1
C -0.7292 -1.1823 -0.0835 0.14
C -0.1995 0.1064 0.1353 -0.32
C -0.8710 0.2604 1.4685 0.25
C 0.8303 0.9208 -0.4056 0.39
H -0.2541 -1.4047 -2.1169 0.39
H -0.6059 -3.1656 -1.5101 0.42
H -1.4350 -1.7373 0.5749 0.25
H 1.9381 -0.6848 -1.3686 0.41
H 2.0952 0.9229 -2.1229 0.40
H 0.5294 2.2802 0.9933 0.36
N -0.5885 -1.8678 -1.3464 -0.81
N -1.4234 -0.0348 2.6387 -0.37
N 1.4360 0.2390 -1.4808 -0.88
N 1.0830 2.1147 0.0261 -0.64
```

No. 4
Formula: C4H6N4
Source: OMol25
Level of theory: ωB97M-V/def2-TZVPD

For the molecular weight, the calculation gives 110.12 g mol⁻¹. As for the calculated total energy: -374.9283 Eh. Its LUMO energy is -0.8 eV. The HOMO energy comes out at -9.74 eV.

XYZ file:
```
14
Properties=species:S:1:pos:R:3:nbo_charge:R:1
C -1.6429 -0.9726 0.2757 0.23
C -1.1404 1.3237 0.0329 0.25
C 0.6116 -0.1580 1.0580 -0.23
C -0.5835 -0.0479 0.1932 -0.04
N -2.4992 -1.7164 0.3554 -0.24
N -1.4715 2.4223 0.0183 -0.25
N 1.6703 0.7193 0.4343 -0.85
N 0.1682 -0.2921 -1.6352 -0.78
H 0.2461 -0.0101 2.1327 0.23
H 0.8271 -1.1994 0.9453 0.20
H 1.5424 0.9471 -0.5287 0.40
H 2.6131 0.5182 0.6483 0.38
H 0.3096 -1.3134 -1.6804 0.35
H -0.6510 -0.2208 -2.2497 0.35
```

No. 5
Formula: C4H6N4O
Source: OMol25
Level of theory: ωB97M-V/def2-TZVPD

For the molecular weight, the calculation gives 126.12 g mol⁻¹. As for the calculated total energy: -450.1691 Eh. Its LUMO energy is 0.8 eV. The HOMO energy comes out at -9.44 eV. The SMILES is [H]/N=C1/N/C=N\C/C=N/O1.

XYZ file:
```
15
Properties=species:S:1:pos:R:3:nbo_charge:R:1
H -3.3228 -0.4154 0.3789 0.37
N -2.7383 0.4080 0.2697 -0.74
C -1.5435 0.1003 0.0043 0.69
N -0.5982 1.1243 -0.1202 -0.69
C 0.7996 1.4733 -0.1593 0.30
N 1.9409 0.9408 0.0116 -0.44
C 2.2587 -0.4559 0.1672 -0.30
C 0.9343 -1.1084 0.4457 0.07
N 0.2221 -1.3162 -0.5685 -0.12
O -1.1173 -1.2429 -0.1791 -0.39
H -1.1833 1.9605 -0.0708 0.43
H 0.8178 2.5723 -0.2401 0.19
H 3.0991 -0.5417 0.8749 0.22
H 2.6327 -0.8142 -0.7922 0.23
H 0.4155 -0.9721 1.3865 0.19
```

No. 6
Formula: C4H6N4O2
Source: OMol25
Level of theory: ωB97M-V/def2-TZVPD

For the molecular weight, the calculation gives 142.12 g mol⁻¹. As for the calculated total energy: -525.3205 Eh. Its LUMO energy (spin up / spin down) is 0.1 / 0.1 eV. The HOMO energy (spin up / spin down) comes out at -7.29 / -7.28 eV.

XYZ file:
```
16
Properties=species:S:1:pos:R:3:nbo_charge:R:1
C 0.8982 1.9908 0.0963 0.36
C -0.7718 0.6447 0.8067 0.29
C 0.7204 -0.1429 -0.6730 0.65
C -1.4148 -1.4827 -0.1669 -0.41
N 1.4587 0.9053 -0.4397 -0.65
N -1.5570 0.8169 1.6684 0.12
N -0.3113 -0.4847 0.1591 -0.43
N 1.1434 -0.9048 -1.7135 -0.79
O -2.2347 1.4338 2.4683 -0.42
O 1.6457 2.7295 0.8985 -0.67
H -2.3864 -1.1192 0.1834 0.24
H -1.3776 -1.8341 -1.1960 0.21
H -1.2164 -2.3143 0.4622 0.21
H 2.0509 -0.6358 -1.8985 0.41
H 0.9250 -1.9006 -1.9503 0.40
H 2.4276 2.2980 1.2951 0.47
```

No. 7
Formula: C4H6N4O2
Source: OMol25
Level of theory: ωB97M-V/def2-TZVPD

For the molecular weight, the calculation gives 142.12 g mol⁻¹. As for the calculated total energy: -525.4195 Eh. Its LUMO energy (spin up / spin down) is -1.4 / -2.4 eV. The HOMO energy (spin up / spin down) comes out at -10.37 / -8.01 eV.

XYZ file:
```
16
Properties=species:S:1:pos:R:3:nbo_charge:R:1
C 1.2150 -1.0329 1.0800 0.02
C 1.6743 -1.6607 -0.2009 0.02
C -2.2567 0.2497 0.5267 0.77
C 1.0183 0.3436 -0.5411 0.59
N 0.8063 0.1688 0.8115 -0.57
N 1.5496 -0.7367 -1.1349 -0.52
N -1.4561 0.0235 -0.4753 -0.49
N 0.9190 1.4537 -1.2797 -0.74
O -3.4376 -0.0877 0.3745 -0.48
O -1.7859 0.9153 1.5819 -0.70
H 1.2635 -1.5208 2.0502 0.20
H 2.0384 -2.6403 -0.1358 0.20
H -1.9672 -0.2663 -1.2523 0.35
H -0.7906 1.0999 1.6615 0.54
H 0.4971 2.2968 -0.8308 0.40
H 0.7126 1.3943 -2.2355 0.41
```

No. 8
Formula: C4H6NO
Source: OMol25
Level of theory: ωB97M-V/def2-TZVPD

For the molecular weight, the calculation gives 84.10 g mol⁻¹. As for the calculated total energy: -285.5595 Eh. Its LUMO energy is -5.4 eV. The HOMO energy comes out at -13.74 eV. As for the charge: +1.

XYZ file:
```
12
Properties=species:S:1:pos:R:3:nbo_charge:R:1
C 1.0458 1.0675 -0.1525 0.04
C -0.1847 1.5260 0.3724 -0.07
C 0.1245 0.4828 -1.0519 -0.19
C -0.8638 0.3053 0.0097 0.36
N -1.9112 -0.4626 0.0084 -0.65
O 1.0722 -0.9635 0.9326 -0.94
H 2.1123 1.3820 -0.0942 0.29
H 0.0256 0.5082 -2.1923 0.27
H 1.4988 -1.8161 0.5891 0.52
H -2.1971 -1.0355 -0.7744 0.45
H -2.4029 -0.4671 0.8746 0.44
H 1.6807 -0.5269 1.4786 0.49
```

No. 9
Formula: C4H6NO
Source: OMol25
Level of theory: ωB97M-V/def2-TZVPD

For the molecular weight, the calculation gives 84.10 g mol⁻¹. As for the calculated total energy: -285.6355 Eh. Its LUMO energy is -3.6 eV. The HOMO energy comes out at -14.49 eV. As for the charge: +1. The SMILES is C1=C[N@@H+]2C[C@@H]2O1.

XYZ file:
```
12
Properties=species:S:1:pos:R:3:nbo_charge:R:1
C -1.7728 -0.3019 0.1322 0.18
C -0.7224 -1.0825 -0.1022 -0.19
N 0.4027 -0.2960 -0.4291 -0.38
C 0.9196 0.6739 0.4634 -0.26
C -0.1840 1.1089 -0.4287 0.25
O -1.4804 0.9826 0.0276 -0.40
H -2.6720 -0.5223 0.6800 0.26
H -0.6893 -2.2160 -0.1071 0.28
H 0.9578 -0.8232 -1.2475 0.48
H 1.8900 1.0563 0.3054 0.26
H 0.9040 0.4608 1.4667 0.25
H -0.1489 2.0176 -0.9895 0.27
```

No. 10
Formula: C4H6NO2
Source: OMol25
Level of theory: ωB97M-V/def2-TZVPD

For the molecular weight, the calculation gives 100.10 g mol⁻¹. As for the calculated total energy: -360.8634 Eh. Its LUMO energy is -4.6 eV. The HOMO energy comes out at -14.88 eV. As for the charge: +1.

XYZ file:
```
13
Properties=species:S:1:pos:R:3:nbo_charge:R:1
C 0.3823 0.4837 0.2236 0.01
C 3.5621 -0.2527 0.0635 1.14
C 1.6175 1.2523 -0.1637 -0.10
C -0.9984 -1.3654 0.1436 -0.49
N 0.2672 -0.7313 -0.1753 -0.34
O 4.3700 -1.0066 -0.1174 -0.28
O 2.9221 0.7158 0.2432 -0.38
H -0.5264 0.9193 0.6517 0.22
H 1.5063 1.4262 -1.1851 0.25
H 1.8141 2.3075 0.3144 0.26
H -1.9540 -0.8008 0.2530 0.22
H -0.9916 -1.9464 1.0428 0.24
H -0.9909 -2.2490 -0.6117 0.24
```

No. 11
Formula: C4H6NO2
Source: OMol25
Level of theory: ωB97M-V/def2-TZVPD

For the molecular weight, the calculation gives 100.10 g mol⁻¹. As for the calculated total energy: -360.8359 Eh. Its LUMO energy (spin up / spin down) is -6.3 / -6.3 eV. The HOMO energy (spin up / spin down) comes out at -14.91 / -14.91 eV. As for the charge: +1.

XYZ file:
```
13
Properties=species:S:1:pos:R:3:nbo_charge:R:1
C 0.3153 -0.9032 0.0598 0.22
C 0.8811 0.2876 0.0626 0.32
C 0.0869 -2.1590 0.6142 0.28
C -0.2049 1.2529 -0.2885 -0.28
N -1.3705 0.3471 -0.5918 -0.70
O -0.8845 -2.7508 0.9341 -0.40
O 2.1247 0.6362 0.3440 -0.55
H 1.0876 -2.5989 0.9583 0.22
H -0.3153 1.9265 0.5698 0.26
H -0.0968 1.8746 -1.1695 0.25
H -1.3248 0.1093 -1.5365 0.40
H -2.3713 0.3541 -0.2197 0.46
H 2.0725 1.6236 0.2633 0.51
```

No. 12
Formula: C4H6NO2
Source: OMol25
Level of theory: ωB97M-V/def2-TZVPD

As for the spin multiplicity: 3. For the molecular weight, the calculation gives 100.10 g mol⁻¹. As for the calculated total energy: -360.6811 Eh. Its LUMO energy (spin up / spin down) is -5.9 / -7.5 eV. The HOMO energy (spin up / spin down) comes out at -13.20 / -16.17 eV. As for the charge: +1.

XYZ file:
```
13
Properties=species:S:1:pos:R:3:nbo_charge:R:1
C -0.0770 -2.7912 -0.3746 -0.48
C 0.3778 -1.6649 -0.4642 0.01
C 0.4559 -0.0172 1.5144 0.84
C 0.6314 2.3836 0.8966 -0.45
N 0.9745 0.9365 0.8377 -0.10
O -0.0411 -0.4989 2.4376 -0.28
O 1.9145 0.6148 -0.0294 -0.16
H -0.0722 -3.6370 -1.1835 0.31
H -0.5741 -3.1593 0.4343 0.27
H 1.0552 -0.8622 -0.7382 0.25
H -0.0584 2.6570 0.1346 0.25
H 1.5590 2.8335 0.5226 0.27
H 0.2253 2.8273 1.7482 0.26
```

No. 13
Formula: C4H6NO3
Source: OMol25
Level of theory: ωB97M-V/def2-TZVPD

For the molecular weight, the calculation gives 116.10 g mol⁻¹. As for the calculated total energy: -436.5450 Eh. Its LUMO energy is 4.0 eV. The HOMO energy comes out at -4.07 eV. As for the charge: -1. The SMILES is N[C@H](CC=O)C(=O)[O-].

XYZ file:
```
14
Properties=species:S:1:pos:R:3:nbo_charge:R:1
N -1.0931 -0.3710 1.7708 -0.85
C -0.3559 0.4923 0.8353 -0.15
C -1.1786 0.4590 -0.4916 -0.52
C -0.4551 0.1333 -1.7939 0.44
O -0.8057 0.7111 -2.8062 -0.59
C 1.0482 -0.2354 0.8076 0.75
O 1.8022 0.1156 1.7430 -0.78
O 1.2308 -1.1588 -0.0196 -0.80
H -0.6000 -0.5689 2.6170 0.37
H -1.3220 -1.2466 1.3396 0.35
H -0.2657 1.5021 1.2179 0.19
H -1.5514 1.4588 -0.7006 0.22
H -1.9991 -0.2509 -0.3976 0.22
H 0.3351 -0.6151 -1.8281 0.18
```

No. 14
Formula: C4H6NO3
Source: OMol25
Level of theory: ωB97M-V/def2-TZVPD

For the molecular weight, the calculation gives 116.10 g mol⁻¹. As for the calculated total energy: -436.4083 Eh. Its LUMO energy is 2.8 eV. The HOMO energy comes out at -4.25 eV. As for the charge: -1.

XYZ file:
```
14
Properties=species:S:1:pos:R:3:nbo_charge:R:1
O -0.9345 2.5847 -0.9216 -0.79
C -1.6628 1.9290 -0.1580 0.62
C 0.5033 -0.9694 0.6762 0.20
C 0.9926 0.4268 0.3726 -0.73
N 1.2017 -2.0500 0.7139 -0.56
C 0.4464 -2.0570 -0.7239 0.48
O -1.6751 1.8554 1.0853 -0.80
O -0.6474 -2.2355 -1.1108 -0.49
H -2.4149 1.2694 -0.6796 -0.01
H -0.5139 -0.9196 1.1032 0.17
H 2.0720 0.4243 0.5723 0.20
H 0.8088 0.8174 -0.6268 0.28
H 0.5223 1.0872 1.0971 0.28
H 1.3016 -2.1627 -1.3999 0.14
```

No. 15
Formula: C4H6NS
Source: OMol25
Level of theory: ωB97M-V/def2-TZVPD

For the molecular weight, the calculation gives 100.17 g mol⁻¹. As for the calculated total energy: -608.4910 Eh. Its LUMO energy is -5.4 eV. The HOMO energy comes out at -14.19 eV. As for the charge: +1.

XYZ file:
```
12
Properties=species:S:1:pos:R:3:nbo_charge:R:1
C 1.0330 -2.3132 0.9187 -0.08
C 0.0668 1.0550 0.7755 0.03
C 0.5557 -1.2321 0.5640 -0.05
C -0.6412 -0.1117 -1.1546 -0.41
N 0.1197 -0.0570 0.0506 -0.35
S 0.7264 0.9909 2.3634 0.28
H 1.5880 -3.6300 1.6403 0.40
H -0.3745 2.0616 0.4243 0.29
H -1.7074 -0.1169 -0.8913 0.24
H -0.2546 -0.8242 -1.8990 0.27
H -0.3234 0.9274 -1.5714 0.22
H 0.5513 2.2607 2.6272 0.16
```

No. 16
Formula: C4H6NaO
Source: OMol25
Level of theory: ωB97M-V/def2-TZVPD

For the molecular weight, the calculation gives 93.08 g mol⁻¹. As for the calculated total energy: -393.1919 Eh. Its LUMO energy (spin up / spin down) is -4.4 / -4.4 eV. The HOMO energy (spin up / spin down) comes out at -12.51 / -12.51 eV. As for the charge: +1.

XYZ file:
```
12
Properties=species:S:1:pos:R:3:nbo_charge:R:1
O 2.1741 0.3921 -0.3118 -0.62
Na 0.7922 2.1364 -0.3021 0.98
C 2.2392 -0.7833 -0.6004 0.33
C -0.9547 -0.9755 -0.3549 -0.58
H 1.3683 -1.4337 -1.0266 0.15
H 2.9089 -1.4635 -0.0404 0.14
H -1.6737 -1.5565 -0.9372 0.26
H -0.0733 -1.4110 0.1164 0.24
C -1.4582 0.2159 0.2146 0.22
C -1.6923 1.3196 0.8830 -0.66
H -1.2879 1.4631 1.8903 0.26
H -2.3426 2.0964 0.4692 0.27
```

No. 17
Formula: C4H6O
Source: OMol25
Level of theory: ωB97M-V/def2-TZVPD

For the molecular weight, the calculation gives 70.09 g mol⁻¹. As for the calculated total energy: -231.1778 Eh. Its LUMO energy is 1.1 eV. The HOMO energy comes out at -9.31 eV. The SMILES is C=C1O[C@@H]1C.

XYZ file:
```
11
Properties=species:S:1:pos:R:3:nbo_charge:R:1
C -1.4751 -1.1292 0.9305 -0.53
C -0.3595 -0.4721 0.7576 0.30
O 0.4752 0.3914 1.3673 -0.46
C 0.8018 -0.0322 0.0306 0.04
C 0.7119 0.9985 -1.0634 -0.63
H -2.0347 -1.0543 1.8453 0.22
H -1.8569 -1.7657 0.1542 0.22
H 1.6671 -0.6897 -0.0132 0.19
H -0.1758 1.6126 -0.9304 0.22
H 0.6568 0.4985 -2.0279 0.22
H 1.5892 1.6422 -1.0507 0.22
```

No. 18
Formula: C4H6O
Source: OMol25
Level of theory: ωB97M-V/def2-TZVPD

For the molecular weight, the calculation gives 70.09 g mol⁻¹. As for the calculated total energy: -231.2189 Eh. Its LUMO energy is 0.2 eV. The HOMO energy comes out at -9.79 eV. The SMILES is C=CC(C)=O.

XYZ file:
```
11
Properties=species:S:1:pos:R:3:nbo_charge:R:1
C 2.0154 -0.0829 0.0369 -0.28
C 0.8077 -0.7001 -0.0455 -0.34
C -0.4303 0.1417 0.0175 0.54
C -1.7825 -0.5601 0.0131 -0.72
O -0.3792 1.3506 -0.0315 -0.54
H 2.0859 1.0115 0.1771 0.22
H 2.9337 -0.6437 -0.0760 0.20
H 0.7374 -1.8158 -0.0648 0.21
H -2.3733 -0.0745 -0.7638 0.24
H -2.3082 -0.4533 1.0000 0.24
H -1.7045 -1.6203 -0.1527 0.21
```

No. 19
Formula: C4H6O
Source: OMol25
Level of theory: ωB97M-V/def2-TZVPD

For the molecular weight, the calculation gives 70.09 g mol⁻¹. As for the calculated total energy: -231.1712 Eh. Its LUMO energy is 0.9 eV. The HOMO energy comes out at -8.79 eV. The SMILES is C=CC(=C)O.

XYZ file:
```
11
Properties=species:S:1:pos:R:3:nbo_charge:R:1
C -0.5747 0.7092 -1.7846 -0.37
C 0.2902 0.6819 -0.7316 -0.22
C 0.0588 -0.1677 0.5418 0.30
C 0.9445 -0.5740 1.4717 -0.50
O -1.2925 -0.5314 0.6621 -0.72
H -1.5594 0.1531 -1.6137 0.23
H -0.1751 1.1451 -2.6218 0.20
H 1.0450 1.2921 -0.7231 0.19
H 0.7691 -1.1481 2.3218 0.20
H 1.9158 -0.2010 1.3606 0.20
H -1.4219 -1.3593 1.1168 0.48
```

No. 20
Formula: C4H6O
Source: OMol25
Level of theory: ωB97M-V/def2-TZVPD

For the molecular weight, the calculation gives 70.09 g mol⁻¹. As for the calculated total energy: -231.1741 Eh. Its LUMO energy is 1.0 eV. The HOMO energy comes out at -10.10 eV. The SMILES is C#CCCO.

XYZ file:
```
11
Properties=species:S:1:pos:R:3:nbo_charge:R:1
C 2.1010 0.2197 0.4412 -0.28
C 1.0547 0.6318 0.0091 0.02
C -0.3173 0.8407 -0.4276 -0.52
C -1.0659 -0.4984 -0.2478 -0.04
O -0.8509 -1.0860 1.0099 -0.71
H 3.0669 -0.0370 0.8017 0.24
H -0.3383 1.1724 -1.4727 0.24
H -0.7928 1.6142 0.1837 0.24
H -0.7955 -1.1928 -1.0575 0.16
H -2.1372 -0.3000 -0.3003 0.18
H 0.0752 -1.3645 1.0602 0.48
```

The following energy above the lowest of the compared OMol25 structures with the same formula, charge and spin values (in eV) correspond, in order, to the records above: 3.689, 9.409, 5.379, 3.622, 3.253, 7.848, 5.154, 4.426, 2.360, 3.007, 3.756, 3.433, 1.475, 5.195, 4.688, 3.673, 1.251, 0.132, 1.430, 1.350.